DFT (wB97M-V/def2-TZVPD) results for the molecule C2H6BNO4.

Last columns: bonded neighbours and bond lengths (Å).
Element x y z (Å)
1 B 0.80 -0.03 -0.86  C4 1.569, O10 1.407, O12 1.372
2 O -2.05 -0.27 -0.24  C3 1.374, N13 1.449
3 C -1.13 -1.29 -0.23  O2 1.374, O6 1.194, O10 1.347
4 C 1.58 0.05 0.50  B1 1.569, H7 1.093, H8 1.093, H9 1.091
5 H -1.21 0.21 1.54  N13 1.017
6 O -1.27 -2.29 0.41  C3 1.194
7 H 2.50 -0.53 0.44  C4 1.093
8 H 1.00 -0.35 1.33  C4 1.093
9 H 1.84 1.09 0.70  C4 1.091
10 O -0.12 -1.07 -1.09  B1 1.407, C3 1.347
11 H -1.49 1.47 0.51  N13 1.017
12 O 1.05 0.84 -1.90  B1 1.372, H14 0.964
13 N -1.89 0.62 0.90  O2 1.449, H5 1.017, H11 1.017
14 H 0.40 1.53 -2.02  O12 0.964

Calculated values
**Highest occupied orbital energy**: -10.40 eV
**Energy above the lowest of the compared OMol25 structures with the same formula, charge and spin**: 54.7 kcal per mole
**SMILES**: CB(O)OC(=O)ON

=====

DFT (wB97M-V/def2-TZVPD) results for a cluster of 2 separate species, C2H6BrN in total at a distorted geometry.

Last columns: bonded neighbours and bond lengths (Å).
Element x y z (Å)
1 H 1.20 -0.44 -1.43  N8 0.953
2 C -0.87 -0.43 0.51  C4 1.486, H5 1.135, H6 1.034, H10 1.082
3 H 0.66 1.25 1.13  C4 1.089
4 C 0.42 0.26 0.73  C2 1.486, H3 1.089, H9 1.140
5 H -1.49 -0.42 1.46  C2 1.135
6 H -0.64 -1.40 0.23  C2 1.034
7 Br -0.13 1.35 -2.19  N8 1.864
8 N 1.17 0.48 -1.18  H1 0.953, Br7 1.864
9 H 1.20 -0.51 1.04  C4 1.140
10 H -1.52 -0.13 -0.30  C2 1.082

Calculated values
**Highest occupied orbital energy**: -8.82 eV
**Energy above the lowest of the compared OMol25 structures with the same formula, charge and spin**: 52.9 kcal per mole

=====

DFT (wB97M-V/def2-TZVPD) results for a cluster of 2 separate species, C2H6BrN2O in total at a distorted geometry.

Last columns: bonded neighbours and bond lengths (Å).
Element x y z (Å)
1 H -1.69 -1.09 -0.28  N7 1.044
2 H 1.55 2.45 -0.78  N10 1.133
3 O 0.94 -2.04 1.16  C11 1.192
4 H -0.51 0.87 0.74  C6 1.092
5 Br -0.73 2.18 -1.72  N10 1.701
6 C 0.43 0.34 0.95  H4 1.092, H8 1.078, C11 1.410
7 N -0.69 -1.32 -0.44  H1 1.044, H9 1.029, C11 1.654, H12 0.996
8 H 0.93 0.55 1.88  C6 1.078
9 H -0.63 -2.35 -0.50  N7 1.029
10 N 0.45 2.39 -0.52  H2 1.133, Br5 1.701
11 C 0.36 -1.06 0.82  O3 1.192, C6 1.410, N7 1.654
12 H -0.43 -0.92 -1.31  N7 0.996

Calculated values
**Highest occupied orbital energy (alpha / beta)**: -13.64 / -13.66 eV
**Spin multiplicity**: 3
**Expectation value of S²**: 2.018
**Net charge**: +1

=====

Repeat the first record exactly.
DFT (wB97M-V/def2-TZVPD) results for the molecule C2H6BNO4.

Last columns: bonded neighbours and bond lengths (Å).
Element x y z (Å)
1 B 0.80 -0.03 -0.86  C4 1.569, O10 1.407, O12 1.372
2 O -2.05 -0.27 -0.24  C3 1.374, N13 1.449
3 C -1.13 -1.29 -0.23  O2 1.374, O6 1.194, O10 1.347
4 C 1.58 0.05 0.50  B1 1.569, H7 1.093, H8 1.093, H9 1.091
5 H -1.21 0.21 1.54  N13 1.017
6 O -1.27 -2.29 0.41  C3 1.194
7 H 2.50 -0.53 0.44  C4 1.093
8 H 1.00 -0.35 1.33  C4 1.093
9 H 1.84 1.09 0.70  C4 1.091
10 O -0.12 -1.07 -1.09  B1 1.407, C3 1.347
11 H -1.49 1.47 0.51  N13 1.017
12 O 1.05 0.84 -1.90  B1 1.372, H14 0.964
13 N -1.89 0.62 0.90  O2 1.449, H5 1.017, H11 1.017
14 H 0.40 1.53 -2.02  O12 0.964

Calculated values
**Highest occupied orbital energy**: -10.40 eV
**Energy above the lowest of the compared OMol25 structures with the same formula, charge and spin**: 54.7 kcal per mole
**SMILES**: CB(O)OC(=O)ON